Record 1
A cluster of 2 separate species, C11H14N3O in total at a distorted geometry, computed with the ωB97M-V functional and the def2-TZVPD basis.

```
29
C11H14N3O, DFT the ωB97M-V functional and the def2-TZVPD basis
C 3.501 1.616 0.091
C 2.521 2.487 0.540
C 3.148 0.386 -0.444
C 1.185 2.139 0.450
C 1.817 0.021 -0.538
C 0.838 0.905 -0.096
C -3.310 0.670 -0.542
C -2.733 1.003 0.806
C -1.041 -0.013 -1.255
C -2.476 -0.322 -1.349
C -0.455 -2.148 1.589
N -4.374 1.225 -0.867
N -1.336 0.922 0.832
N -0.543 0.561 -0.208
O -3.327 1.338 1.781
H 4.541 1.895 0.162
H 2.789 3.446 0.954
H 3.911 -0.296 -0.785
H 0.421 2.834 0.762
H 1.549 -0.952 -0.921
H -0.378 -0.214 -2.083
H -2.675 -1.316 -0.926
H -0.220 -3.017 2.190
H -2.797 -0.352 -2.393
H -1.521 -1.957 1.641
H 0.096 -1.304 1.989
H -0.157 -2.340 0.565
H -4.782 1.031 -1.776
H -0.872 1.202 1.692
```

Results
* LUMO: -0.1771 hartree
* net charge: +1
* HOMO: -13.6 eV
* frontier orbital gap: 0.32300 Ha

Record 2
A structure of composition C11H14N3S at a distorted geometry, computed with the ωB97M-V functional and the def2-TZVPD basis.

```
29
C11H14N3S, DFT the ωB97M-V functional and the def2-TZVPD basis
C -3.010 -0.556 -2.042
C -0.347 0.528 1.008
C 0.858 0.700 0.512
C -0.215 -0.705 -0.819
C -0.529 -1.691 -1.805
C -1.767 -2.536 -1.340
C -2.391 -0.735 0.297
C 2.532 2.945 0.013
C -2.914 -1.534 -0.956
C 2.524 1.834 0.892
C 2.709 1.697 2.354
N -3.029 0.301 -2.794
N -1.042 -0.277 0.105
N 0.923 -0.071 -0.576
S 3.756 1.650 -0.268
H -0.793 1.096 1.886
H -0.848 -1.345 -2.890
H 0.183 -2.477 -1.938
H -2.248 -3.223 -2.176
H -1.538 -3.295 -0.459
H -2.953 0.097 0.318
H -2.537 -1.283 1.265
H 1.632 2.980 -0.697
H 2.966 3.859 0.431
H -3.838 -2.044 -0.724
H 3.732 2.082 2.497
H 2.787 0.618 2.594
H 1.830 2.289 2.802
H 1.654 -0.148 -1.327
```

Results
* LUMO: -0.0960 hartree
* net charge: +1
* HOMO: -12.8 eV
* frontier orbital gap: 0.37474 Ha

Record 3
A cluster of 2 separate species, C11H14NP in total at a distorted geometry, computed with the ωB97M-V functional and the def2-TZVPD basis.

```
27
C11H14NP, DFT the ωB97M-V functional and the def2-TZVPD basis
P 0.171 0.828 -0.261
C 1.557 1.879 -1.062
C 1.452 3.514 -0.906
C 2.625 4.435 -1.644
C 3.860 3.715 -2.473
C 3.911 2.073 -2.590
C 2.769 1.097 -1.876
H 0.438 -0.183 -1.289
H -0.722 1.948 -0.423
H 0.882 0.663 0.984
H -0.960 0.046 0.169
H 0.570 4.012 -0.297
H 2.547 5.596 -1.516
H 4.686 4.404 -2.976
H 4.773 1.529 -3.174
H 2.867 -0.068 -1.987
C -3.316 -4.160 2.503
C -3.568 -3.964 1.150
C -3.007 -2.858 0.531
N -2.231 -1.954 1.169
C -2.005 -2.170 2.483
C -2.519 -3.248 3.187
H -3.738 -5.016 3.022
H -4.187 -4.656 0.589
H -3.172 -2.663 -0.524
H -1.380 -1.429 2.972
H -2.303 -3.372 4.242
```

Results
* LUMO: 0.0138 hartree
* structure (SMILES): [PH4]c1ccccc1.c1ccncc1
* HOMO: -8.1 eV
* frontier orbital gap: 0.31237 Ha

Record 4
A cluster of 2 separate species, C11H14O2Se in total at a distorted geometry, computed with the ωB97M-V functional and the def2-TZVPD basis.

```
28
C11H14O2Se, DFT the ωB97M-V functional and the def2-TZVPD basis
C -3.945 -0.470 0.064
C -3.381 -1.018 -1.084
C -3.263 0.532 0.739
C -2.138 -0.612 -1.493
C -1.977 0.952 0.380
C -1.328 0.161 -0.617
C 1.175 0.598 1.430
C 2.313 2.438 0.132
C 1.331 -2.291 -0.339
C 2.935 -0.730 -0.005
C 1.407 1.216 0.172
O 0.430 -0.330 1.749
O 2.215 -1.357 -0.946
Se 0.342 0.865 -1.326
H -4.995 -0.709 0.385
H -3.966 -1.654 -1.740
H -3.879 1.119 1.470
H -1.669 -0.835 -2.389
H -1.312 1.696 0.782
H 1.878 0.938 2.234
H 3.285 2.209 0.671
H 2.470 2.601 -0.982
H 1.736 3.133 0.578
H 2.093 -3.010 0.113
H 0.873 -2.764 -1.163
H 0.736 -1.671 0.334
H 3.713 -0.009 -0.286
H 2.922 -0.999 1.132
```

Results
* LUMO (spin up / spin down): -0.0050 / -0.0046 hartree
* HOMO (spin up / spin down): -7.3 / -7.3 eV
* frontier orbital gap (spin up / spin down): 0.26195 / 0.26242 Ha

Record 5
The molecule C11H14OS2 at a distorted geometry, computed with the ωB97M-V functional and the def2-TZVPD basis.

```
28
C11H14OS2, DFT the ωB97M-V functional and the def2-TZVPD basis
C -3.908 -0.783 -0.260
S -2.441 0.051 -0.958
C -1.647 0.502 0.553
O -2.289 0.370 1.590
C -0.239 0.985 0.448
C -0.227 2.431 -0.403
S 0.398 1.316 2.135
C 2.181 1.418 1.671
C 0.463 -0.191 -0.137
C 0.259 -1.397 0.460
C 0.809 -2.520 -0.101
C 1.757 -2.374 -1.061
C 2.069 -1.135 -1.566
C 1.362 0.006 -1.156
H -3.318 -1.288 0.542
H -4.351 -1.400 -1.096
H -4.596 -0.060 0.136
H -0.787 3.265 0.063
H 0.901 2.610 -0.446
H -0.774 2.267 -1.374
H 2.761 1.890 2.539
H 2.530 1.981 0.724
H 2.369 0.342 1.667
H -0.426 -1.404 1.251
H 0.704 -3.387 0.441
H 2.194 -3.220 -1.573
H 2.713 -1.092 -2.340
H 1.533 0.816 -1.749
```

Results
* LUMO: 0.0243 hartree
* structure (SMILES): CSC(=O)[C@@](C)(SC)c1ccccc1
* HOMO: -8.5 eV
* frontier orbital gap: 0.33676 Ha

Record 6
The molecule C11H15B at a distorted geometry, computed with the ωB97M-V functional and the def2-TZVPD basis.

```
27
C11H15B, DFT the ωB97M-V functional and the def2-TZVPD basis
B 0.427 1.672 1.041
C -2.868 -2.884 0.904
C -3.351 -1.902 0.044
C -1.564 -2.735 1.367
C -2.621 -0.722 -0.285
C -0.999 -1.465 1.229
C -1.430 -0.502 0.411
C -0.544 0.902 0.086
C 0.976 0.690 -0.123
C 1.087 2.369 2.181
C 2.172 -0.376 -1.926
C 1.670 0.896 -1.421
H -3.384 -3.840 1.173
H -4.367 -1.828 -0.305
H -1.041 -3.490 2.041
H -2.920 -0.204 -1.112
H -0.124 -1.197 1.856
H -1.115 1.255 -0.809
H 1.369 -0.184 0.456
H 0.654 2.193 3.177
H 1.239 3.496 1.957
H 2.144 2.144 2.271
H 2.456 -0.270 -2.977
H 1.282 -1.088 -1.845
H 3.024 -0.869 -1.504
H 0.905 1.253 -2.161
H 2.546 1.527 -1.508
```

Results
* spin multiplicity: 3
* LUMO (spin up / spin down): 0.0274 / -0.0753 hartree
* HOMO (spin up / spin down): -5.3 / -9.0 eV
* frontier orbital gap (spin up / spin down): 0.22221 / 0.25506 Ha

Record 7
The molecule C11H15ClN2O3S at a distorted geometry, computed with the ωB97M-V functional and the def2-TZVPD basis.

```
33
C11H15ClN2O3S, DFT the ωB97M-V functional and the def2-TZVPD basis
C -2.858 -2.673 -0.648
C -2.739 -1.218 -0.300
C -3.859 -0.399 -0.282
C -3.780 0.943 0.046
C -2.542 1.477 0.361
Cl -2.404 3.146 0.772
C -1.402 0.694 0.346
C -1.497 -0.652 0.019
N -0.327 -1.410 -0.016
S 0.920 -1.151 1.066
O 0.422 -0.732 2.334
O 1.721 -2.333 0.984
N 1.670 0.153 0.349
C 2.346 -0.190 -0.885
C 2.818 1.109 -1.545
O 3.649 1.848 -0.684
C 2.986 2.167 0.517
C 2.538 0.899 1.245
H -2.295 -2.903 -1.553
H -2.478 -3.296 0.162
H -3.899 -2.935 -0.819
H -4.822 -0.823 -0.525
H -4.662 1.562 0.059
H -0.439 1.107 0.592
H -0.443 -2.389 -0.223
H 1.631 -0.712 -1.520
H 3.201 -0.849 -0.685
H 3.413 0.895 -2.435
H 1.938 1.708 -1.823
H 3.701 2.726 1.122
H 2.109 2.795 0.305
H 1.965 1.132 2.142
H 3.417 0.300 1.520
```

Results
* LUMO: 0.0218 hartree
* structure (SMILES): Cc1ccc(Cl)cc1NS(=O)(=O)N1CCOCC1
* HOMO: -8.8 eV
* frontier orbital gap: 0.34453 Ha

Record 8
A cluster of 2 separate species, C11H15ClSi in total at a distorted geometry, computed with the ωB97M-V functional and the def2-TZVPD basis.

```
28
C11H15ClSi, DFT the ωB97M-V functional and the def2-TZVPD basis
Si 0.301 -1.446 -0.625
C -1.500 -1.192 -0.176
C -2.312 -2.283 0.259
C -3.633 -2.054 0.561
C -4.037 -0.661 0.665
C -3.167 0.422 0.476
C -1.900 0.153 0.005
H 0.525 -2.206 0.692
H 0.909 -0.159 -0.763
H 0.422 -2.494 -1.624
H -2.027 -3.250 0.073
H -4.404 -2.815 0.835
H -4.956 -0.675 1.176
H -3.551 1.478 0.653
H -1.218 0.800 -0.468
C 4.109 -0.071 -1.750
C 3.569 0.080 -0.712
C 2.701 0.351 0.483
C 1.895 1.682 0.720
C 1.404 2.428 -0.479
Cl 0.007 3.375 -0.005
H 4.807 -0.428 -2.426
H 2.013 -0.383 0.706
H 3.363 0.384 1.332
H 2.343 2.505 1.300
H 0.917 1.504 1.232
H 1.249 1.794 -1.405
H 2.173 3.159 -0.734
```

Results
* LUMO: 0.0291 hartree
* structure (SMILES): [SiH3]c1ccccc1.C#CCCCCl
* HOMO: -8.9 eV
* frontier orbital gap: 0.35623 Ha